10
Properties=species:S:1:pos:R:3:nbo_charge:R:1 method="wB97M-V/def2-TZVPD" de_lowest_ev=5.2820 homo_lumo_gap_ha="0.3102 / 0.3102" multiplicity=1 fmax_ev_per_a=2.7 e_tot_ev=-8198.603
O 1.490 -0.231 0.586 -0.6488
N -1.219 1.098 -0.010 -0.2474
N -1.230 -0.247 0.330 -0.4087
C -0.079 -0.855 0.005 0.1851
C 0.734 0.075 -0.761 -0.1907
C -0.074 1.287 -0.589 0.0013
H 2.135 -0.906 0.325 0.4885
H 0.149 2.265 -1.001 0.2055
H -1.892 -0.543 1.030 0.4041
H -0.015 -1.942 0.085 0.2110

=====

9
Properties=species:S:1:pos:R:3:nbo_charge:R:1 method="wB97M-V/def2-TZVPD" charge=+1 de_lowest_ev=1.0363 homo_lumo_gap_ha="0.2885 / 0.2877" multiplicity=3 fmax_ev_per_a=5.9 e_tot_ev=-13224.297
F -1.529 -2.599 1.676 -0.2582
F 0.514 -3.335 1.487 -0.2576
F -0.729 -3.092 -0.295 -0.2613
N -0.242 0.208 -0.034 -0.0819
N -1.035 0.824 -0.652 -0.1301
C 0.338 -0.454 0.765 0.3074
C -0.508 -2.810 0.933 0.9830
H -0.961 0.998 -1.650 0.4183
H 1.169 -0.489 1.421 0.2803

=====

90
Properties=species:S:1:pos:R:3:mulliken_charge:R:1 method="wB97M-V/def2-TZVPD" charge=-2 de_lowest_ev=0.0000 homo_lumo_gap_ha="0.1934 / 0.1881" multiplicity=4 fmax_ev_per_a=1.4 e_tot_ev=-119460.848
Pt -0.596 -1.868 0.308 1.3965
Te 2.272 0.737 0.274 0.5895
S -5.579 -2.350 -2.485 -0.0203
S -3.685 -5.359 -1.599 -0.0967
S -1.253 0.431 0.156 0.1137
S -0.344 -1.321 2.709 -0.5736
S -5.599 -1.003 0.713 -0.2427
O 1.042 -3.722 0.268 -0.7982
O -2.325 -2.933 -0.305 -0.9007
N 1.479 -1.527 0.109 -0.0914
N -3.495 2.079 6.709 -0.6296
N -4.892 4.127 3.446 -0.6391
C -4.271 -2.095 0.791 -0.2211
C 2.170 3.834 0.937 1.4644
C 3.673 -4.430 -0.269 -0.4326
C -3.669 -2.818 -0.410 3.0796
C -3.849 -2.256 2.073 -0.3542
C 6.012 -3.950 0.036 -0.3161
C 3.678 5.613 0.256 0.7988
C -5.602 -0.782 2.411 -0.6636
C 1.558 1.518 -2.688 0.8998
C 1.878 -2.758 0.185 0.1412
C -4.275 -4.230 -0.442 -0.6160
C 4.396 4.675 -0.472 -1.0620
C 1.663 1.335 -4.071 -0.6189
C 4.351 -2.280 0.540 0.0907
C -2.738 1.837 1.930 -1.0218
C 2.401 0.305 -4.623 -0.5726
C 3.334 -3.148 0.157 0.2702
C 4.108 7.057 0.295 -1.5649
C -5.261 -1.145 -3.656 -0.5406
C 2.569 5.170 0.960 -1.1372
C -1.853 0.769 1.741 -0.1024
C 0.935 3.453 1.719 -1.4934
C 2.241 0.634 -1.849 0.2059
C 2.884 2.894 0.183 -0.6573
C -4.068 -2.083 -1.694 -0.7475
C 2.973 -0.414 -2.412 -0.0193
C -4.137 3.264 3.333 -0.2587
C 5.000 -4.826 -0.338 -0.5081
C -1.409 0.018 2.864 0.7190
C -4.618 -1.509 3.008 -0.9164
C -5.176 -4.821 0.392 -0.3353
C 5.681 -2.677 0.482 -0.8548
C -3.365 -1.106 -2.327 -0.5873
C -4.044 -0.569 -3.455 -0.6437
C -3.188 2.194 3.186 0.4730
C 0.689 2.654 -2.216 -0.9797
C -1.838 0.433 4.139 -0.9105
C -4.673 -6.611 -0.983 -0.5762
C -5.412 -6.191 0.080 -0.6046
C 3.059 -0.584 -3.782 -0.8266
C 4.876 2.390 -1.322 -1.5683
C -3.148 1.825 5.640 -0.2951
C -2.709 1.487 4.309 0.7451
C 4.021 3.333 -0.513 1.3693
H 5.248 -5.825 -0.679 0.3586
H 3.373 7.669 0.820 0.3412
H 0.105 3.211 1.049 0.1549
H 6.459 -1.988 0.785 0.3862
H 1.994 5.881 1.547 0.2285
H -1.491 -0.114 5.006 0.4855
H -5.655 -4.289 1.200 0.4764
H -6.304 -0.103 2.868 0.4606
H 5.066 7.173 0.808 0.3111
H 1.128 2.019 -4.721 0.3744
H -0.346 2.480 -2.517 0.4152
H -3.637 0.211 -4.083 0.3977
H -4.648 -7.593 -1.427 0.4268
H 4.095 -1.285 0.885 0.3562
H 2.455 0.189 -5.699 0.3645
H -2.387 -0.797 -1.995 0.2396
H 0.704 2.770 -1.139 -0.5940
H 1.018 3.595 -2.663 0.3866
H -3.080 2.392 1.066 0.4982
H 3.634 -1.407 -4.187 0.4371
H 4.422 2.170 -2.291 0.2272
H -5.977 -0.943 -4.436 0.4341
H 5.861 2.825 -1.498 0.4571
H -3.001 -2.874 2.324 0.6463
H -6.092 -6.828 0.628 0.3665
H 4.999 1.434 -0.811 0.2111
H 1.089 2.567 2.336 0.2257
H 0.623 4.272 2.368 0.4080
H -4.430 -1.499 4.071 0.4319
H 2.866 -5.099 -0.536 0.4304
H 5.280 4.991 -1.020 0.3293
H 3.481 -1.112 -1.759 0.2749
H 4.227 7.463 -0.711 0.3409
H 7.050 -4.257 -0.017 0.3540

=====

21
Properties=species:S:1:pos:R:3:nbo_charge:R:1 method="wB97M-V/def2-TZVPD" charge=-1 de_lowest_ev=1.9528 homo_lumo_gap_ha=0.2949 multiplicity=1 fmax_ev_per_a=2.7 e_tot_ev=-14023.764
O 2.291 -1.219 -2.042 -0.9839
O -1.806 0.910 -1.464 -0.7785
O 0.131 0.367 -2.494 -0.7819
O -1.590 -2.156 -0.739 -0.9689
N -0.062 0.181 0.804 -0.4662
C 1.153 0.031 1.620 -0.4184
C 0.105 1.229 -0.211 -0.3371
C -1.306 0.173 1.537 -0.4291
C -0.561 0.710 -1.511 0.7480
H -0.538 2.078 0.100 0.1827
H -2.035 0.640 0.894 0.2477
H 1.340 -0.955 -2.045 0.5063
H 1.136 1.570 -0.278 0.1809
H -1.740 -1.586 -1.512 0.4840
H 2.714 -0.429 -1.703 0.4508
H -1.432 0.889 2.364 0.1372
H 1.688 0.976 1.721 0.1588
H -1.615 -0.803 1.939 0.1946
H 1.870 -0.415 0.899 0.2004
H -0.785 -1.689 -0.434 0.4776
H 1.041 -0.503 2.555 0.1952